{
  "formula": "C18H23NO3S",
  "method": "ωB97M-V/def2-TZVPD",
  "energy_ha": -1378.41697,
  "smiles": "C[C@@H](NC(=O)CSc1ccccc1C(=O)O)[C@@H]1C[C@@H]2CC[C@H]1C2",
  "e_above_lowest_kj_mol": 8.7,
  "e_homo_ev": -8.5,
  "species": ["S", "O", "O", "O", "N", "C", "C", "C", "C", "C", "C", "C", "C", "C", "C", "C", "C", "C", "C", "C", "C", "C", "C", "H", "H", "H", "H", "H", "H", "H", "H", "H", "H", "H", "H", "H", "H", "H", "H", "H", "H", "H", "H", "H", "H", "H"],
  "xyz": [[1.8206, -1.4437, -1.1142], [-0.6405, -3.3039, 1.1433], [2.5338, 0.7372, -2.1410], [2.7790, 2.7381, -1.1885], [-1.1004, -1.9947, -0.6456], [1.8820, -0.4531, 0.3328], [-3.4321, 2.3612, -0.6065], [1.6115, -0.9431, 1.6082], [2.5206, 1.4231, -1.1407], [-3.1240, 0.6949, 1.2073], [-2.9142, 2.1657, 0.8214], [-1.4010, 2.2352, 0.6047], [1.9685, 1.2419, 2.5630], [-1.9781, -0.0294, 0.4692], [-3.3975, -1.4766, -1.2190], [2.2201, 0.9063, 0.1941], [1.6531, -0.1032, 2.7036], [-2.3252, -1.4050, -0.1370], [-1.3885, 1.0887, -0.4114], [1.0714, -3.0080, -0.5119], [-2.3740, 1.6282, -1.4545], [2.2561, 1.7400, 1.3109], [-0.3082, -2.7884, 0.0960], [0.9882, -3.6164, -1.4132], [-2.6344, -2.0382, 0.7037], [-4.4307, 1.9450, -0.7365], [-3.0440, 0.5507, 2.2846], [-3.7455, -2.5028, -1.3133], [1.9923, 1.8886, 3.4264], [1.4342, -0.5079, 3.6804], [2.9724, 2.9936, -2.1038], [1.7280, -3.5142, 0.1937], [-0.4149, 0.8389, -0.8320], [-0.8230, 2.0226, 1.5024], [-3.3320, 2.8694, 1.5399], [-1.1974, -0.2644, 1.2050], [1.3616, -1.9782, 1.7635], [-1.0757, 3.1844, 0.1827], [-4.1061, 0.3397, 0.8984], [-2.9990, -1.1730, -2.1836], [-1.8507, 2.3267, -2.1098], [-3.4773, 3.4208, -0.8599], [2.5118, 2.7782, 1.1707], [-4.2474, -0.8495, -0.9696], [-0.6954, -1.5513, -1.4587], [-2.8076, 0.8571, -2.0806]],
  "mulliken_charge": [-0.111, -0.666, -0.596, -0.479, -0.084, 0.906, -1.039, -0.610, 1.006, -1.361, 0.287, -0.920, -0.794, 0.888, -1.715, -0.377, -0.610, -0.649, 0.171, -0.789, -0.819, -0.509, 0.491, 0.445, 0.483, 0.388, 0.287, 0.458, 0.410, 0.448, 0.353, 0.418, 0.138, 0.317, 0.519, 0.073, 0.343, 0.288, 0.424, 0.381, 0.433, 0.375, 0.513, 0.332, 0.399, 0.154]
}